1.
{
  "formula": "C35H25BrClHfN4O6P",
  "method": "the ωB97M-V functional and the def2-TZVPD basis",
  "species": ["Hf", "N", "C", "C", "C", "C", "C", "C", "P", "C", "C", "C", "C", "C", "C", "C", "C", "C", "C", "C", "C", "H", "H", "H", "H", "H", "H", "H", "H", "H", "H", "H", "H", "H", "H", "H", "H", "O", "C", "O", "C", "C", "Cl", "N", "N", "C", "C", "O", "O", "C", "C", "C", "C", "C", "C", "H", "H", "H", "H", "H", "H", "Br", "C", "C", "N", "C", "C", "C", "C", "O", "O", "H", "H", "H"],
  "positions_angstrom": [[0.6662, 0.0516, 1.0082], [-1.0479, -0.2694, 2.7515], [-1.9817, 0.6385, 2.1068], [-2.4192, 1.7423, 2.6869], [-2.9294, 2.9473, 2.0110], [-2.8401, 3.1995, 0.7072], [-2.4035, 2.1676, -0.2876], [-1.0539, 1.4192, -0.0585], [0.0315, 0.8385, -1.5004], [-1.0238, 0.6188, -2.9587], [-0.5835, 1.1785, -4.1609], [-1.3325, 1.0139, -5.3184], [-2.5144, 0.2890, -5.2896], [-2.9511, -0.2800, -4.0995], [-2.2049, -0.1297, -2.9405], [1.0003, 2.3209, -1.8254], [0.3999, 3.5674, -2.0186], [1.1837, 4.6761, -2.2864], [2.5674, 4.5426, -2.3821], [3.1660, 3.3046, -2.2063], [2.3831, 2.1909, -1.9213], [-1.4776, -1.1872, 2.8557], [-0.8297, 0.0556, 3.6865], [-2.2859, 1.8247, 3.7630], [-3.3276, 3.7195, 2.6587], [-3.1824, 4.1504, 0.3171], [-2.5477, 2.4888, -1.3151], [0.3358, 1.7469, -4.1963], [-0.9888, 1.4581, -6.2447], [-3.0965, 0.1670, -6.1950], [-3.8803, -0.8381, -4.0759], [-2.5721, -0.5674, -2.0242], [-0.6793, 3.6743, -1.9752], [0.7194, 5.6445, -2.4268], [3.1774, 5.4107, -2.6020], [4.2411, 3.2021, -2.2874], [2.8529, 1.2246, -1.7831], [-5.0909, -2.6454, -0.2249], [-4.1655, -2.0813, 0.5474], [-4.4346, -1.5416, 1.5803], [-2.7195, -2.1676, 0.1505], [-1.9081, -3.2745, -0.0414], [-2.3980, -4.8416, -0.4089], [-0.6182, -2.9057, 0.0665], [-0.5699, -1.5801, 0.2971], [-1.8297, -1.1310, 0.3429], [-2.0445, 0.3410, 0.6111], [-3.1365, 0.9028, -0.0483], [-0.0242, 1.8240, 0.8428], [0.6206, -3.6563, 0.0470], [1.7228, -3.0450, -0.5279], [2.9572, -3.6720, -0.4603], [3.0738, -4.9097, 0.1609], [1.9525, -5.5172, 0.7112], [0.7161, -4.8862, 0.6758], [-4.7193, -3.0255, -1.0319], [1.6153, -2.1162, -1.0724], [3.8224, -3.1947, -0.9047], [4.0380, -5.3998, 0.2162], [2.0375, -6.4848, 1.1900], [-0.1395, -5.3496, 1.1475], [4.2305, 1.6062, 6.4057], [3.3184, 0.7630, 5.0281], [2.0671, 0.1771, 5.2852], [1.4077, -0.5151, 4.3746], [1.9413, -0.6123, 3.1509], [3.1285, 0.0309, 2.7797], [3.8435, 0.7066, 3.7604], [3.5898, 0.0020, 1.3507], [4.7215, -0.0003, 1.0041], [2.5131, -0.0274, 0.5166], [1.6138, 0.2671, 6.2663], [1.5062, -1.4175, 2.5246], [4.7898, 1.1751, 3.5138]],
  "mulliken_charge": [0.852, -0.249, 0.246, -0.787, -0.798, -1.385, 0.180, 0.471, 0.700, 0.769, -0.821, -0.770, -0.643, -0.993, -0.118, 0.344, -0.063, -0.890, -0.546, -0.815, -0.444, 0.179, 0.416, 0.508, 0.463, 0.532, 1.008, 0.514, 0.441, 0.417, 0.455, 0.555, 0.361, 0.465, 0.426, 0.467, 0.511, -0.472, 0.240, -0.461, 0.060, 0.817, -0.127, -0.372, 1.722, -1.143, 1.543, -0.693, -1.018, 0.614, -0.143, -0.713, -0.603, -0.812, -0.648, 0.413, 0.509, 0.484, 0.444, 0.414, 0.473, -0.054, -0.043, -0.335, -0.507, -0.862, 0.687, -0.711, 0.448, -0.509, -0.671, 0.440, 1.022, 0.608],
  "spin_multiplicity": 1,
  "orbital_gap_ev": 7.50,
  "charge": 2
}

2.
{
  "formula": "C35H25F5N5O2PdS2Si",
  "method": "the ωB97M-V functional and the def2-TZVPD basis",
  "species": ["Pd", "N", "C", "C", "C", "C", "C", "C", "S", "O", "O", "N", "C", "N", "C", "C", "C", "N", "H", "H", "H", "H", "H", "H", "H", "H", "H", "S", "C", "N", "C", "C", "C", "C", "C", "C", "H", "H", "H", "H", "H", "C", "C", "C", "C", "C", "C", "Si", "C", "C", "C", "C", "C", "C", "H", "H", "H", "H", "H", "H", "H", "H", "H", "H", "H", "F", "C", "C", "C", "F", "C", "F", "C", "F", "C", "F"],
  "positions_angstrom": [[-0.4352, 0.4610, 0.4367], [4.8517, -5.3051, -0.1870], [4.5268, -3.9467, -0.0964], [3.7409, -3.3467, -1.0816], [3.4489, -1.9979, -1.0139], [3.9319, -1.2347, 0.0433], [4.7298, -1.8147, 1.0194], [5.0296, -3.1653, 0.9444], [3.4226, 0.4515, 0.1507], [3.1792, 0.8864, -1.2030], [4.3880, 1.1814, 0.9309], [1.9644, 0.3707, 0.8384], [1.7895, 0.0587, 2.1296], [2.7760, -0.2547, 3.0033], [2.4119, -0.5272, 4.2401], [1.0955, -0.5219, 4.6858], [0.1428, -0.2176, 3.7309], [0.4627, 0.0693, 2.4875], [4.1976, -5.8615, -0.7129], [5.1095, -5.7376, 0.6844], [3.3564, -3.9472, -1.9001], [2.8495, -1.5195, -1.7790], [5.0931, -1.1991, 1.8314], [5.6538, -3.6285, 1.7018], [3.2228, -0.7704, 4.9245], [0.8280, -0.7618, 5.7040], [-0.9194, -0.2153, 3.9579], [0.3678, 4.8587, 1.8886], [-0.3816, 3.3137, 1.7672], [-0.1535, 2.6482, 0.7076], [0.7158, 3.3499, -0.1387], [1.1834, 2.9041, -1.3704], [2.0280, 3.7223, -2.0881], [2.4132, 4.9772, -1.5966], [1.9654, 5.4290, -0.3735], [1.1094, 4.5970, 0.3476], [-1.0432, 2.9513, 2.5466], [0.9274, 1.9138, -1.7254], [2.4215, 3.3743, -3.0346], [3.0830, 5.5984, -2.1787], [2.2753, 6.3907, 0.0150], [-4.4380, 4.7647, -0.6689], [-3.4211, 4.1650, -1.4016], [-2.9564, 2.9049, -1.0452], [-3.4970, 2.1953, 0.0357], [-4.5234, 2.8223, 0.7549], [-4.9863, 4.0894, 0.4142], [-2.8077, 0.4920, 0.5230], [-3.4923, -0.7423, -0.7326], [-3.2666, -0.5869, -2.1049], [-3.6906, -1.5384, -3.0234], [-4.3475, -2.6836, -2.5890], [-4.5742, -2.8652, -1.2312], [-4.1519, -1.9042, -0.3184], [-4.7944, 5.7531, -0.9351], [-2.9825, 4.6846, -2.2466], [-2.1391, 2.4709, -1.6148], [-4.9680, 2.3046, 1.5993], [-5.7791, 4.5503, 0.9928], [-3.5644, 0.1570, 1.7780], [-2.7357, 0.2889, -2.4674], [-3.4980, -1.3922, -4.0805], [-4.6736, -3.4311, -3.3030], [-5.0793, -3.7587, -0.8810], [-4.3256, -2.0658, 0.7416], [-1.1119, -2.5398, 1.8889], [-0.6838, -2.6620, 0.6028], [-0.3737, -1.5471, -0.1384], [0.0099, -1.8073, -1.4336], [0.3083, -0.7731, -2.2698], [0.1096, -3.0700, -1.9749], [0.5145, -3.2762, -3.2433], [-0.2012, -4.1574, -1.1827], [-0.1150, -5.4057, -1.6788], [-0.6066, -3.9529, 0.1161], [-0.9176, -5.0173, 0.8806]],
  "lowdin_spin": [1.150, 0.000, 0.000, 0.000, 0.001, 0.001, 0.000, 0.000, 0.005, 0.000, 0.004, 0.035, 0.007, 0.005, -0.002, 0.004, 0.011, 0.102, 0.000, 0.000, 0.000, 0.000, 0.000, 0.000, 0.000, 0.001, 0.002, 0.003, 0.007, 0.054, 0.006, 0.005, 0.000, 0.000, 0.000, 0.002, 0.003, 0.005, 0.000, 0.000, 0.000, 0.012, -0.001, 0.017, 0.041, 0.016, 0.001, 0.185, 0.028, 0.014, -0.001, 0.013, 0.000, 0.013, 0.001, 0.000, 0.005, 0.001, 0.000, 0.031, 0.002, 0.000, 0.001, 0.000, 0.001, 0.006, 0.018, 0.114, 0.033, 0.019, 0.006, 0.004, 0.001, 0.000, 0.004, 0.003],
  "spin_multiplicity": 3,
  "orbital_gap_ev": [5.11, 7.29],
  "charge": -1
}

3.
{
  "formula": "C35H26BrClN5Sn",
  "method": "the ωB97M-V functional and the def2-TZVPD basis",
  "species": ["Sn", "C", "C", "C", "C", "C", "H", "H", "H", "H", "H", "N", "C", "C", "C", "C", "C", "C", "N", "C", "C", "C", "C", "N", "C", "C", "H", "H", "H", "H", "H", "H", "H", "H", "H", "Br", "C", "C", "C", "C", "C", "C", "H", "H", "H", "H", "Cl", "C", "C", "C", "C", "N", "C", "H", "H", "H", "H", "N", "C", "C", "C", "C", "C", "C", "C", "H", "H", "H", "H"],
  "positions_angstrom": [[-1.6775, -0.9299, 0.6969], [-2.3316, -3.3065, 3.2023], [-2.6932, -3.1546, 1.9004], [-1.4637, -3.0703, 1.0812], [-0.3703, -3.3070, 2.0400], [-0.8926, -3.4100, 3.2878], [-3.0034, -3.3678, 4.0472], [-3.6976, -3.1082, 1.5063], [-1.4226, -3.5501, 0.1035], [0.6663, -3.4314, 1.7665], [-0.3393, -3.5621, 4.2037], [5.2371, -0.0586, -1.4863], [6.2089, 0.2168, -2.4250], [7.5934, 0.3629, -2.3317], [8.2555, 0.6520, -3.5035], [7.5715, 0.7943, -4.7297], [6.2067, 0.6544, -4.8111], [5.5137, 0.3655, -3.6305], [4.1590, 0.1981, -3.4224], [4.0374, -0.0503, -2.1490], [2.7435, -0.2907, -1.5132], [2.6049, -0.8066, -0.2254], [1.3428, -0.9939, 0.2958], [0.2321, -0.6890, -0.3939], [0.3589, -0.2039, -1.6435], [1.5825, -0.0005, -2.2296], [5.3889, -0.1904, -0.5020], [8.1213, 0.2553, -1.3932], [9.3304, 0.7736, -3.4855], [8.1412, 1.0184, -5.6215], [5.6744, 0.7645, -5.7466], [3.4610, -1.0841, 0.3741], [1.2014, -1.3908, 1.2909], [-0.5586, 0.0267, -2.1656], [1.6613, 0.3812, -3.2380], [-7.8590, -1.4308, -1.9421], [-6.1170, -1.2543, -1.2466], [-5.9093, -0.4614, -0.1278], [-4.6215, -0.3201, 0.3739], [-3.5544, -0.9757, -0.2386], [-3.7823, -1.7812, -1.3505], [-5.0681, -1.9164, -1.8639], [-6.7434, 0.0396, 0.3449], [-4.4640, 0.3189, 1.2366], [-2.9703, -2.3119, -1.8354], [-5.2528, -2.5364, -2.7307], [0.2651, 4.8900, -0.0812], [-0.9734, 3.7876, -0.5479], [-2.0858, 4.2133, -1.2508], [-3.0299, 3.2668, -1.6055], [-2.8401, 1.9459, -1.2325], [-1.7730, 1.5391, -0.5354], [-0.8524, 2.4525, -0.2132], [-2.2020, 5.2562, -1.5144], [-3.9102, 3.5467, -2.1673], [-3.5618, 1.1862, -1.5006], [0.0199, 2.1162, 0.3286], [-0.3961, 2.5274, 7.2004], [-0.6027, 2.0108, 6.1956], [-0.8442, 1.3634, 4.9283], [-2.0381, 0.6913, 4.6981], [-2.2520, 0.0678, 3.4773], [-1.2800, 0.1190, 2.4770], [-0.0813, 0.7870, 2.7224], [0.1372, 1.4103, 3.9407], [-2.7913, 0.6523, 5.4741], [-3.1822, -0.4639, 3.3201], [0.7065, 0.8269, 1.9813], [1.0661, 1.9299, 4.1354]],
  "mulliken_charge": [1.287, -0.728, -0.949, 0.183, -1.175, -0.543, 0.513, 0.660, 0.827, 0.660, 0.505, -0.010, 0.759, -1.034, -0.424, -0.510, -0.763, 0.612, -0.604, -0.200, 1.167, -1.251, -0.629, 0.257, -0.273, -1.030, 0.181, 0.389, 0.390, 0.396, 0.441, 0.418, 0.812, 0.632, 0.559, -0.145, -0.052, -0.705, 0.054, 0.113, -0.512, -0.729, 0.472, 0.439, 0.440, 0.449, -0.208, -0.165, -0.224, -0.880, -0.209, 0.251, -0.185, 0.462, 0.465, 0.393, 0.278, -0.468, -0.249, 0.485, -0.874, -0.605, 0.845, -0.180, -0.938, 0.495, 0.441, 0.235, 0.490],
  "spin_multiplicity": 1,
  "orbital_gap_ev": 7.40,
  "charge": 1
}

4.
{
  "formula": "C35H26BrIN4O3Zr",
  "method": "the ωB97M-V functional and the def2-TZVPD basis",
  "species": ["Zr", "Br", "C", "C", "C", "C", "O", "C", "C", "N", "C", "C", "C", "C", "C", "C", "C", "C", "N", "C", "C", "H", "H", "H", "H", "H", "H", "H", "H", "H", "H", "C", "C", "O", "C", "C", "C", "C", "C", "C", "O", "H", "H", "H", "H", "H", "H", "H", "I", "C", "C", "C", "C", "C", "N", "H", "H", "H", "H", "N", "C", "C", "C", "C", "C", "C", "H", "H", "H", "H", "H"],
  "positions_angstrom": [[-1.0992, 0.1563, 0.2419], [3.9232, -0.5074, 6.1144], [2.9544, 0.0643, 4.5048], [3.0947, 1.3096, 3.8929], [2.1920, 1.6279, 2.8608], [1.3412, 0.6443, 2.2861], [0.4990, 0.9934, 1.3217], [1.2615, -0.6689, 2.8744], [0.5057, -1.7104, 2.3676], [-0.3726, -1.6809, 1.4100], [-1.2105, -2.8000, 1.1458], [-0.7233, -4.1084, 1.0523], [-1.5537, -5.0866, 0.5582], [-2.8589, -4.9052, 0.2805], [-3.3600, -3.5792, 0.2582], [-4.6291, -3.3121, -0.2678], [-5.0350, -1.9809, -0.3733], [-4.1622, -0.9792, -0.0252], [-2.9681, -1.2169, 0.5998], [-2.5566, -2.5243, 0.7461], [2.0386, -0.8581, 4.0778], [3.8260, 2.0510, 4.2509], [2.0930, 2.6188, 2.4862], [0.6088, -2.5806, 3.0461], [0.3204, -4.2773, 1.2755], [-1.1018, -6.0943, 0.4918], [-3.4853, -5.7619, 0.0784], [-5.2798, -4.1153, -0.6030], [-6.0651, -1.7495, -0.6006], [-4.3458, 0.0904, -0.0911], [1.8352, -1.7645, 4.6870], [0.5309, 4.1240, -0.2935], [-0.6630, 3.1880, -0.2623], [-0.5940, 1.9765, -0.7744], [-1.8360, 3.6654, 0.3668], [-2.0804, 5.0239, 0.7341], [-3.2189, 5.4417, 1.3837], [-4.2486, 4.5384, 1.6480], [-4.0853, 3.2256, 1.2456], [-2.8633, 2.7670, 0.7506], [-2.6698, 1.4309, 0.7940], [1.3640, 3.5373, -0.5643], [0.5880, 4.5587, 0.7153], [0.3214, 4.8747, -1.1273], [-1.3433, 5.7840, 0.5806], [-3.3566, 6.4517, 1.7387], [-5.0532, 4.8714, 2.2506], [-4.9587, 2.5746, 1.3581], [3.4406, -3.3592, -0.3508], [4.2508, -1.4823, -1.0172], [5.5979, -1.4423, -1.3386], [6.1904, -0.1841, -1.4638], [5.3951, 0.9695, -1.3598], [4.0179, 0.7679, -1.1596], [3.4325, -0.4287, -0.9931], [6.2321, -2.3300, -1.4887], [7.2760, -0.0601, -1.5475], [5.7316, 2.0063, -1.4835], [3.3433, 1.6413, -1.1065], [-0.7776, -0.7451, -1.5227], [-0.2773, -0.7875, -2.6890], [0.8864, -0.0154, -3.1722], [1.4762, -0.2858, -4.3611], [0.9471, -1.2049, -5.2799], [-0.2271, -1.8956, -4.8839], [-0.8677, -1.6168, -3.7068], [1.1186, 0.7975, -2.5322], [2.3725, 0.2599, -4.6931], [1.5330, -1.2558, -6.2250], [-0.7519, -2.6131, -5.5393], [-1.8604, -2.0635, -3.5780]],
  "mulliken_charge": [1.507, -0.222, -0.091, -0.415, -0.864, 0.274, 0.202, 0.111, 0.200, 0.431, 0.098, -0.478, -0.625, -1.023, 1.365, -0.475, -0.913, 0.026, -0.140, -0.461, -1.032, 0.411, 0.449, 0.359, 0.481, 0.331, 0.403, 0.431, 0.403, 0.335, 0.392, -1.286, 1.176, -0.788, 0.262, -0.723, -0.824, -0.493, -0.790, 0.721, -0.500, 0.018, 0.457, 0.418, 0.392, 0.389, 0.434, 0.361, 0.034, -0.114, -0.388, -0.307, -0.753, 0.226, 0.038, 0.367, 0.343, 0.381, 0.167, -0.422, 0.131, -0.105, -0.303, -0.518, -0.359, -0.528, 0.232, 0.288, 0.282, 0.281, 0.336],
  "spin_multiplicity": 1,
  "orbital_gap_ev": 4.40
}

Ordered largest force on an atom results: 0.0344 0.0251 0.0056 0.1353; unit hartree/bohr.
Ordered energy relative to the best compared isomer or geometry (same formula, charge and spin) results: 115.01 5.83 36.93 19.44; unit kcal/mol.